C12H27BrFINO5P2S | wB97M-V/def2-TZVPD

Last column: Mulliken charge in e.
CARTESIAN COORDINATES (ANGSTROEM)
C (4.536, 4.450, 2.194)  -1.43
C (4.565, 3.194, 1.348)  0.23
F (5.304, 2.233, 2.035)  -0.34
C (3.152, 2.596, 1.075)  1.15
P (3.346, 0.681, 1.123)  0.13
O (2.033, 0.139, 2.000)  -0.49
Br (2.929, -0.078, -0.928)  -0.16
C (2.155, 2.848, 2.207)  -1.35
N (0.795, 2.557, 1.599)  -0.43
I (-0.518, 4.053, 2.351)  0.42
C (0.923, 2.767, 0.101)  -0.23
C (2.377, 3.206, -0.104)  -0.50
S (3.024, 3.092, -1.777)  -0.04
H (4.411, 4.190, 3.245)  0.38
H (3.739, 5.124, 1.876)  0.33
H (5.469, 5.003, 2.101)  0.40
H (5.078, 3.344, 0.397)  0.41
H (2.420, -0.165, 2.830)  0.35
H (2.093, 3.911, 2.430)  0.59
H (2.356, 2.385, 3.169)  0.37
H (0.326, 1.714, 1.925)  0.54
H (0.627, 1.846, -0.400)  -0.26
H (0.272, 3.575, -0.212)  0.47
H (2.352, 4.283, 0.110)  0.30
H (3.536, 4.319, -1.970)  0.21
O (-2.685, -4.214, -0.255)  -0.77
P (-2.204, -3.177, -1.187)  1.08
O (-3.511, -2.367, -1.728)  -0.33
C (-4.598, -2.042, -0.860)  -0.30
C (-4.450, -0.669, -0.233)  -0.99
O (-1.756, -3.993, -2.501)  -0.34
C (-1.740, -5.425, -2.514)  -0.29
C (-3.078, -5.996, -2.940)  -1.00
O (-1.088, -2.059, -1.537)  -0.42
C (-0.970, -0.837, -0.826)  -0.33
C (-0.832, -1.017, 0.676)  -0.84
H (-4.720, -2.800, -0.085)  0.32
H (-5.496, -2.057, -1.477)  0.36
H (-3.597, -0.630, 0.449)  0.18
H (-5.344, -0.421, 0.341)  0.42
H (-4.318, 0.099, -0.997)  0.25
H (-1.434, -5.812, -1.544)  0.34
H (-0.970, -5.720, -3.227)  0.34
H (-3.908, -5.495, -2.442)  0.27
H (-3.128, -7.061, -2.714)  0.35
H (-3.223, -5.868, -4.014)  0.29
H (-1.806, -0.179, -1.084)  0.23
H (-0.072, -0.346, -1.207)  0.25
H (-1.572, -1.717, 1.073)  0.48
H (-0.955, -0.057, 1.186)  0.15
H (0.154, -1.408, 0.925)  0.26

Its total charge is +1. Its strongest force on any atom is 5.8 eV/A. The calculation puts the HOMO-LUMO gap at 6.39 eV.

---

C12H27ClF3NO7S2 | wB97M-V/def2-TZVPD

Last column: Mulliken charge in e.
CARTESIAN COORDINATES (ANGSTROEM)
C (1.176, 1.528, 2.081)  -0.87
C (1.642, 0.446, 3.065)  -0.39
C (3.123, 0.489, 3.334)  -0.72
O (3.426, 1.488, 4.308)  -0.24
C (4.637, 1.242, 4.982)  -0.83
C (5.081, 2.524, 5.662)  0.05
N (4.958, 3.689, 4.815)  -0.49
Cl (6.349, 3.882, 3.823)  -0.12
C (4.365, 2.744, 7.000)  0.50
F (4.427, 4.031, 7.420)  -0.26
F (4.970, 1.972, 7.952)  -0.28
F (3.059, 2.375, 6.969)  -0.25
H (0.144, 1.792, 2.262)  0.33
H (1.826, 2.394, 2.147)  0.36
H (1.265, 1.141, 1.074)  -0.01
H (1.067, 0.483, 3.983)  0.28
H (1.437, -0.520, 2.610)  0.39
H (3.468, -0.479, 3.693)  0.42
H (3.648, 0.740, 2.412)  0.31
H (4.502, 0.446, 5.714)  0.39
H (5.412, 0.954, 4.275)  0.47
H (6.126, 2.407, 5.926)  0.55
H (4.168, 3.579, 4.195)  0.39
C (-2.040, -3.051, -1.748)  -0.77
C (-0.564, -3.351, -1.591)  -0.38
O (0.288, -2.309, -2.128)  -0.32
S (0.365, -0.926, -1.356)  1.18
C (1.782, -0.287, -2.182)  -1.02
O (0.688, -1.176, 0.015)  -0.57
O (-0.769, -0.126, -1.701)  -0.58
H (-2.346, -2.203, -1.139)  0.32
H (-2.630, -3.915, -1.446)  0.46
H (-2.272, -2.811, -2.785)  0.00
H (-0.300, -3.532, -0.548)  0.33
H (-0.290, -4.236, -2.160)  0.29
H (2.641, -0.907, -1.942)  0.33
H (1.926, 0.726, -1.813)  0.37
H (1.588, -0.275, -3.251)  0.36
C (-7.458, -0.895, -4.858)  -0.98
C (-6.389, -0.632, -5.899)  -0.37
O (-5.153, -0.144, -5.331)  -0.26
S (-4.226, -1.189, -4.570)  1.20
C (-2.790, -0.179, -4.452)  -0.57
O (-3.976, -2.297, -5.441)  -0.67
O (-4.742, -1.416, -3.256)  -0.59
H (-7.181, -1.713, -4.196)  0.30
H (-8.394, -1.157, -5.352)  0.38
H (-7.619, -0.009, -4.243)  0.26
H (-6.181, -1.520, -6.497)  0.34
H (-6.706, 0.158, -6.576)  0.28
H (-2.413, 0.016, -5.452)  0.37
H (-2.061, -0.734, -3.864)  -0.01
H (-3.052, 0.741, -3.938)  0.32

Its strongest force on any atom is 1.0 eV/A. The calculation puts the HOMO-LUMO gap at 9.97 eV. The SMILES is CCCOC[C@@H](NCl)C(F)(F)F.CCOS(C)(=O)=O.CCOS(C)(=O)=O.

---

C12H27ClIN2OP2Ti | wB97M-V/def2-TZVPD

Last column: Mulliken charge in e.
CARTESIAN COORDINATES (ANGSTROEM)
C (4.971, 1.752, -5.663)  -0.92
C (3.855, 0.898, -5.130)  0.50
H (5.243, 1.411, -6.665)  0.31
H (5.824, 1.689, -4.982)  0.34
H (4.642, 2.795, -5.682)  0.34
O (3.309, -0.013, -5.658)  -0.35
I (3.251, 1.543, -3.070)  -0.07
Ti (-0.174, -0.203, -0.032)  -0.69
P (-1.629, 1.364, -0.929)  1.21
C (-3.288, 0.787, -1.448)  -1.21
C (-1.997, 2.757, 0.202)  -1.15
H (-2.618, 3.513, -0.291)  0.44
H (-1.661, 2.990, -2.762)  0.41
H (-1.047, 3.198, 0.516)  0.36
H (-0.005, 2.625, -2.179)  0.30
H (-3.806, 0.353, -0.588)  0.36
H (-2.514, 2.376, 1.086)  0.37
C (-0.981, 2.200, -2.424)  -0.95
H (-3.883, 1.613, -1.852)  0.41
H (-0.851, 1.462, -3.221)  0.41
H (-3.180, 0.010, -2.210)  0.42
P (1.469, -1.549, 0.895)  1.20
C (1.087, -3.326, 1.124)  -1.22
C (3.031, -1.569, -0.061)  -0.95
H (2.311, 0.037, 2.496)  0.37
H (2.839, -1.622, 2.925)  0.44
H (1.164, -1.087, 3.254)  0.36
C (2.007, -1.010, 2.561)  -1.15
H (3.358, -0.535, -0.197)  0.31
H (3.806, -2.144, 0.458)  0.41
H (1.935, -3.857, 1.567)  0.41
H (0.844, -3.772, 0.156)  0.42
H (2.845, -2.009, -1.045)  0.41
H (0.214, -3.428, 1.776)  0.36
Cl (1.383, 1.591, 0.187)  -0.14
C (-3.891, -1.906, 3.642)  -0.78
N (-2.819, -1.087, 3.087)  0.08
C (-2.212, -0.034, 3.669)  -0.50
C (-1.256, 0.450, 2.794)  -0.87
N (-1.285, -0.310, 1.685)  0.92
C (-2.239, -1.235, 1.884)  -0.62
H (-3.547, -2.385, 4.582)  0.36
H (-4.777, -1.272, 3.851)  0.36
H (-4.185, -2.703, 2.923)  0.32
H (-2.447, 0.351, 4.653)  0.52
H (-0.592, 1.289, 2.953)  0.58
H (-2.502, -1.998, 1.162)  0.55

Its total charge is +3. Its strongest force on any atom is 5.2 eV/A. The calculation puts the HOMO-LUMO gap (spin up / spin down) at 3.40 / 3.43 eV.

---

C12H27CsN3NbO4S | wB97M-V/def2-TZVPD

Last column: Mulliken charge in e.
CARTESIAN COORDINATES (ANGSTROEM)
N (1.963, -0.538, 0.235)  -0.55
C (2.899, -0.714, 1.008)  0.97
O (3.789, -0.898, 1.755)  -0.43
Cs (0.660, 0.762, -3.216)  1.21
Nb (-0.023, -0.102, 0.264)  0.05
N (-0.747, -1.652, -0.854)  0.38
N (-0.076, 1.574, -0.833)  0.38
C (-0.408, -3.030, -0.358)  1.45
C (0.601, 2.934, -0.845)  0.98
C (0.812, -3.525, -1.136)  -1.45
C (-1.577, -3.999, -0.561)  -1.99
C (-0.092, -2.978, 1.131)  -1.20
C (0.252, 3.694, -2.152)  -1.67
C (0.106, 3.751, 0.350)  -1.65
C (2.105, 2.707, -0.737)  -1.19
H (0.593, -3.604, -2.208)  0.37
H (1.102, -4.518, -0.767)  0.43
H (1.665, -2.847, -1.003)  0.31
H (-2.496, -3.598, -0.119)  0.49
H (-1.349, -4.945, -0.052)  0.44
H (-1.750, -4.235, -1.617)  0.49
H (0.695, -2.237, 1.367)  0.07
H (0.298, -3.961, 1.431)  0.59
H (-0.998, -2.781, 1.719)  0.38
H (0.990, 3.564, -2.967)  0.42
H (0.280, 4.769, -1.930)  0.39
H (-0.769, 3.481, -2.517)  0.41
H (-0.968, 3.953, 0.281)  0.51
H (0.627, 4.722, 0.367)  0.56
H (0.309, 3.237, 1.294)  0.25
H (2.371, 2.120, 0.151)  0.17
H (2.593, 3.689, -0.649)  0.47
H (2.547, 2.217, -1.624)  0.33
C (-1.567, 1.561, -0.881)  -1.11
H (-1.973, 0.642, -0.369)  0.47
H (-2.010, 2.430, -0.364)  0.28
H (-1.923, 1.557, -1.931)  0.62
C (-1.469, -1.623, -2.145)  -1.47
H (-2.324, -2.315, -2.101)  0.31
H (-1.921, -0.636, -2.367)  0.40
H (-0.823, -1.935, -2.996)  0.39
C (0.027, -0.043, 4.275)  -0.90
S (-0.553, 0.901, 2.852)  1.34
O (-1.248, 2.108, 3.180)  -0.51
O (0.705, 1.066, 1.991)  -0.59
O (-1.348, -0.077, 1.963)  -0.66
H (-0.763, -0.025, 5.038)  0.41
H (0.930, 0.452, 4.660)  0.37
H (0.256, -1.079, 3.985)  0.28

Its total charge is +2. Its strongest force on any atom is 3.7 eV/A. The calculation puts the HOMO-LUMO gap (spin up / spin down) at 8.02 / 8.02 eV.

---

C12H27INO6PS | wB97M-V/def2-TZVPD

Last column: Mulliken charge in e.
CARTESIAN COORDINATES (ANGSTROEM)
C (3.740, -2.021, 0.101)  -0.92
C (3.450, -1.441, 1.516)  -0.35
O (2.274, -0.595, 1.586)  -0.37
P (2.593, 0.985, 1.309)  0.95
O (3.380, 1.487, 2.449)  -0.79
C (1.040, 1.992, 1.256)  -0.76
C (-0.121, 1.054, 1.768)  -0.05
C (-1.547, 1.634, 1.526)  -1.00
N (-2.196, 0.908, 0.391)  0.38
C (-3.376, 1.630, -0.202)  -0.65
C (-4.254, 0.587, -1.046)  -1.24
O (-3.368, -0.368, -1.644)  -0.36
C (-2.774, -1.207, -0.654)  -0.03
C (-1.352, -1.630, -1.138)  -0.15
S (-0.808, -3.193, -0.409)  1.08
O (-1.248, -3.341, 0.962)  -0.60
O (-1.249, -4.267, -1.259)  -0.62
C (-2.658, -0.456, 0.721)  -0.80
O (3.531, 1.165, -0.024)  -0.38
C (2.845, 0.946, -1.273)  0.32
C (3.615, 1.784, -2.350)  -1.36
H (4.211, -3.014, 0.185)  0.38
H (2.842, -2.086, -0.539)  0.10
H (4.455, -1.333, -0.389)  0.30
H (4.312, -0.848, 1.868)  0.37
H (3.292, -2.292, 2.202)  0.38
H (1.098, 2.848, 1.950)  0.41
H (0.790, 2.348, 0.239)  0.38
H (-0.045, 0.124, 1.166)  -0.01
H (0.052, 0.761, 2.815)  0.43
H (-1.588, 2.730, 1.415)  0.49
H (-2.144, 1.399, 2.430)  0.35
H (-1.499, 0.883, -0.361)  0.28
H (-2.941, 2.346, -0.932)  0.41
H (-4.016, 2.125, 0.544)  0.38
H (-5.055, 0.078, -0.414)  0.37
H (-4.811, 1.162, -1.787)  0.58
H (-3.419, -2.102, -0.556)  0.57
H (-0.576, -0.870, -0.885)  -0.26
H (-1.343, -1.723, -2.239)  0.43
H (0.573, -3.142, -0.388)  0.03
H (-3.578, -0.496, 1.320)  0.35
H (-1.888, -1.015, 1.291)  0.37
H (2.888, -0.104, -1.622)  0.14
H (1.775, 1.228, -1.241)  0.06
H (3.513, 1.359, -3.360)  0.37
H (4.671, 1.784, -2.015)  0.32
H (3.251, 2.823, -2.283)  0.30
I (-6.339, -0.624, -1.999)  -0.63

Its strongest force on any atom is 4.9 eV/A. The calculation puts the HOMO-LUMO gap at 5.14 eV.

---

Repeat the fourth record exactly.
C12H27CsN3NbO4S | wB97M-V/def2-TZVPD

Last column: Mulliken charge in e.
CARTESIAN COORDINATES (ANGSTROEM)
N (1.963, -0.538, 0.235)  -0.55
C (2.899, -0.714, 1.008)  0.97
O (3.789, -0.898, 1.755)  -0.43
Cs (0.660, 0.762, -3.216)  1.21
Nb (-0.023, -0.102, 0.264)  0.05
N (-0.747, -1.652, -0.854)  0.38
N (-0.076, 1.574, -0.833)  0.38
C (-0.408, -3.030, -0.358)  1.45
C (0.601, 2.934, -0.845)  0.98
C (0.812, -3.525, -1.136)  -1.45
C (-1.577, -3.999, -0.561)  -1.99
C (-0.092, -2.978, 1.131)  -1.20
C (0.252, 3.694, -2.152)  -1.67
C (0.106, 3.751, 0.350)  -1.65
C (2.105, 2.707, -0.737)  -1.19
H (0.593, -3.604, -2.208)  0.37
H (1.102, -4.518, -0.767)  0.43
H (1.665, -2.847, -1.003)  0.31
H (-2.496, -3.598, -0.119)  0.49
H (-1.349, -4.945, -0.052)  0.44
H (-1.750, -4.235, -1.617)  0.49
H (0.695, -2.237, 1.367)  0.07
H (0.298, -3.961, 1.431)  0.59
H (-0.998, -2.781, 1.719)  0.38
H (0.990, 3.564, -2.967)  0.42
H (0.280, 4.769, -1.930)  0.39
H (-0.769, 3.481, -2.517)  0.41
H (-0.968, 3.953, 0.281)  0.51
H (0.627, 4.722, 0.367)  0.56
H (0.309, 3.237, 1.294)  0.25
H (2.371, 2.120, 0.151)  0.17
H (2.593, 3.689, -0.649)  0.47
H (2.547, 2.217, -1.624)  0.33
C (-1.567, 1.561, -0.881)  -1.11
H (-1.973, 0.642, -0.369)  0.47
H (-2.010, 2.430, -0.364)  0.28
H (-1.923, 1.557, -1.931)  0.62
C (-1.469, -1.623, -2.145)  -1.47
H (-2.324, -2.315, -2.101)  0.31
H (-1.921, -0.636, -2.367)  0.40
H (-0.823, -1.935, -2.996)  0.39
C (0.027, -0.043, 4.275)  -0.90
S (-0.553, 0.901, 2.852)  1.34
O (-1.248, 2.108, 3.180)  -0.51
O (0.705, 1.066, 1.991)  -0.59
O (-1.348, -0.077, 1.963)  -0.66
H (-0.763, -0.025, 5.038)  0.41
H (0.930, 0.452, 4.660)  0.37
H (0.256, -1.079, 3.985)  0.28

Its total charge is +2. Its strongest force on any atom is 3.7 eV/A. The calculation puts the HOMO-LUMO gap (spin up / spin down) at 8.02 / 8.02 eV.